Entry 1:
# C42H42GeIN7O6PZr

A molecular structure, C42H42GeIN7O6PZr (the ωB97M-V functional and the def2-TZVPD basis, the Open Molecules 2025 dataset).

```
101
Properties=species:S:1:pos:R:3:mulliken_charge:R:1
I 5.901 -2.442 5.831 0.109
Zr -0.327 0.128 -0.055 0.508
Ge -1.461 -3.778 -4.180 2.084
P 0.516 3.803 -1.090 -0.429
O 1.525 -0.439 0.725 1.097
O -2.326 -0.665 -0.701 -0.482
O -0.596 -1.277 3.647 -0.634
O -1.136 -0.169 1.785 -0.613
O -0.653 -0.797 -2.059 -0.391
O 2.880 1.339 0.711 -0.457
N -1.674 2.012 -1.074 0.723
N 0.081 2.161 1.130 0.457
N -2.068 3.887 -2.158 0.171
N -0.346 -2.243 0.347 -0.183
N 2.665 2.530 -2.385 0.250
N 0.963 4.103 1.658 0.236
N 1.118 1.155 -1.650 0.924
C -2.827 -1.458 -2.906 -1.067
C -2.160 -1.943 -4.184 -1.293
C -1.045 -2.512 1.617 -0.673
C 3.544 -2.078 3.983 -0.862
C -3.761 -7.300 -3.979 -0.757
C 0.245 2.205 2.488 -0.823
C -0.907 -1.270 2.485 0.702
C 1.487 2.420 -1.738 -0.240
C -1.896 -0.958 -1.849 1.425
C 1.411 -4.895 -7.084 -0.647
C -0.472 -5.067 -1.725 -0.417
C 3.420 3.745 -2.641 -0.870
C -1.901 5.213 -2.735 -0.829
C -2.956 -5.019 -4.066 0.243
C 3.065 1.263 -2.713 -0.943
C 2.563 0.250 1.157 -0.039
C 0.759 -4.674 -5.878 -0.206
C 5.328 -0.501 3.592 -0.593
C 1.711 -4.745 -0.766 -0.655
C 1.555 5.426 1.548 -0.838
C 4.801 -1.579 4.293 -0.047
C -0.216 -4.109 -2.704 0.151
C -1.077 -3.684 -7.051 -0.563
C -0.430 -3.899 -8.257 -0.666
C 3.328 -0.421 2.251 -0.091
C -2.974 2.012 -1.490 -0.893
C 2.099 0.420 -2.254 -0.630
C 4.585 0.080 2.580 -0.733
C 0.797 3.405 2.824 -0.666
C 0.819 -4.504 -8.274 -0.470
C -5.332 -5.487 -4.022 -0.716
C 0.523 3.316 0.654 -0.012
C -5.073 -6.847 -3.975 -0.471
C -2.714 -6.393 -4.027 -0.420
C -1.144 3.159 -1.488 -0.520
C -3.229 3.170 -2.165 -0.714
C 1.024 -3.464 -2.681 -0.373
C -0.491 -4.062 -5.843 0.216
C 2.813 -1.500 2.958 0.084
C 0.479 -5.381 -0.758 -0.787
C 1.983 -3.781 -1.731 -1.164
C -4.278 -4.583 -4.067 -0.347
H -0.660 -3.393 2.133 0.443
H -3.516 -0.627 -3.105 0.220
H -3.555 -8.362 -3.952 0.405
H -0.042 1.379 3.116 0.567
H 3.751 4.186 -1.703 0.314
H -1.349 -1.273 -4.471 0.419
H 1.325 -4.676 -9.215 0.390
H 1.826 -1.876 2.734 0.316
H 2.814 4.457 -3.198 0.336
H -1.697 -6.769 -4.041 0.460
H -2.721 5.387 -3.425 0.324
H 2.463 -5.006 -0.031 0.490
H 2.380 -5.377 -7.093 0.403
H 4.292 3.481 -3.233 0.344
H -0.963 5.267 -3.283 0.355
H 6.309 -0.120 3.837 0.397
H -4.505 -3.524 -4.116 0.195
H -2.889 -1.908 -4.997 0.680
H -4.122 3.541 -2.635 0.466
H 3.132 -2.907 4.541 0.418
H -1.917 5.973 -1.956 0.306
H 1.077 3.820 3.775 0.482
H -2.105 -2.656 1.403 0.442
H 3.987 1.081 -3.235 0.458
H -1.418 -5.598 -1.723 0.462
H 2.947 -3.286 -1.743 0.475
H 1.257 -2.724 -3.439 0.731
H 0.910 6.081 0.966 0.333
H -3.445 -2.220 -2.424 0.384
H 2.046 -0.653 -2.323 0.305
H -0.901 -3.601 -9.185 0.412
H 1.235 -4.996 -4.959 0.321
H 4.971 0.927 2.031 0.452
H -6.353 -5.128 -4.027 0.410
H 0.633 -2.494 0.434 0.286
H 1.659 5.833 2.550 0.340
H -3.636 1.196 -1.267 0.837
H 2.538 5.363 1.085 0.304
H 0.264 -6.138 -0.017 0.455
H -2.059 -3.223 -7.063 0.296
H -0.722 -2.824 -0.398 0.019
H -5.891 -7.554 -3.941 0.393
```

Computed properties:
Total charge: +1
Relative energy (zero: lowest compared OMol25 entry of this formula, charge and spin): 0.000 eV
E_tot: -142141.23801 eV


Entry 2:
# C3H9N2O

A gas-phase ion, C3H9N2O (charge +1) (the ωB97M-V functional and the def2-TZVPD basis, the Open Molecules 2025 dataset).

```
15
Properties=species:S:1:pos:R:3:mulliken_charge:R:1
O 0.277 -1.499 -0.683 -0.596
N -0.329 -1.235 1.480 -0.374
N 0.565 0.830 -1.485 -0.294
C -0.756 1.685 0.523 -1.308
C 0.325 0.695 0.033 0.071
C -0.041 -0.770 0.246 0.563
H 1.512 1.170 -1.651 0.346
H 0.040 1.506 -2.056 0.333
H 0.434 -0.205 -1.687 0.371
H -1.082 -0.880 2.044 0.233
H -0.316 2.662 0.365 0.393
H 0.053 -2.153 1.654 0.257
H -1.075 1.411 1.524 0.350
H 1.295 0.960 0.484 0.273
H -1.631 1.599 -0.125 0.382
```

Computed properties:
Total charge: +1
SMILES string: C[C@H]([NH3+])C(N)=O
Relative energy (zero: lowest compared OMol25 entry of this formula, charge and spin): 0.927 eV
E_tot: -8278.14689 eV


Entry 3:
# C3HFO3

2 unconnected molecules or ions with the total composition C3HFO3 (the ωB97M-V functional and the def2-TZVPD basis, the Open Molecules 2025 dataset).

```
8
Properties=species:S:1:pos:R:3:mulliken_charge:R:1
F -0.150 0.284 -1.731 -0.250
O 1.308 -0.480 1.322 -0.425
O 1.949 0.836 -0.486 -0.375
O -2.250 0.484 1.108 -0.312
C -0.449 -0.225 -0.443 -0.454
C -1.497 0.210 0.261 0.681
C 1.574 0.192 0.399 0.839
H -0.485 -1.301 -0.429 0.295
```

Computed properties:
SMILES string: O=C=CF.O=C=O
Relative energy (zero: lowest compared OMol25 entry of this formula, charge and spin): 1.252 eV
E_tot: -11984.95899 eV


Entry 4:
# C16H36AlAsF3N3O2SSi4

A molecular structure, C16H36AlAsF3N3O2SSi4 (the ωB97M-V functional and the def2-TZVPD basis, the Open Molecules 2025 dataset).

```
67
Properties=species:S:1:pos:R:3:mulliken_charge:R:1
As -3.021 -2.239 1.370 0.822
S -0.982 -1.829 1.760 -0.387
Si 0.777 2.929 -1.029 0.537
Si 1.004 0.633 -0.700 0.012
Si 3.228 -0.085 -0.751 0.477
Si -0.272 -0.578 -2.213 0.159
Al 0.364 0.230 1.579 -0.214
F -3.140 1.737 1.635 -0.229
F -3.552 2.866 3.433 -0.277
F -2.931 0.801 3.577 -0.280
O -0.962 3.457 3.391 -0.567
O -0.484 1.496 2.429 -0.701
N 3.053 -2.016 3.854 -0.643
N 1.539 -0.471 2.789 -0.321
N 3.218 -4.346 4.652 -0.509
C 3.105 -3.262 4.267 0.465
C 4.029 0.155 -2.423 -1.141
C 4.207 0.858 0.538 -1.015
C 1.423 3.499 -2.688 -1.117
C -3.154 -3.482 -0.086 -1.014
C 3.272 -1.908 -0.305 -0.953
C 0.109 -0.108 -3.983 -1.080
C -1.267 2.391 2.939 0.499
C -3.688 -3.163 2.911 -1.130
C -2.090 -0.226 -1.887 -0.181
C 2.236 -1.273 3.304 1.165
C -4.356 -0.914 0.985 -1.042
C -1.033 3.396 -0.892 -0.801
C -2.748 1.956 2.910 0.965
C 1.712 3.807 0.336 -1.054
C -0.004 -2.427 -2.062 -0.927
H -0.044 0.959 -4.166 0.258
H -4.680 -3.563 2.703 0.404
H -4.164 -3.890 -0.111 0.455
H 5.066 -0.194 -2.402 0.395
H 0.999 -2.706 -2.394 0.313
H -2.340 0.817 -2.097 0.384
H 1.148 -0.339 -4.234 0.237
H -5.252 -1.486 0.743 0.497
H 4.032 1.210 -2.713 0.263
H 1.309 4.583 -2.781 0.384
H -2.932 -2.966 -1.018 0.218
H -2.736 -0.861 -2.503 0.562
H 3.676 0.893 1.493 0.241
H 2.483 3.258 -2.807 0.255
H -1.601 3.078 -1.771 0.297
H 1.454 3.397 1.317 0.256
H 4.394 1.890 0.226 0.287
H -2.317 -0.403 -0.832 -0.932
H -4.527 -0.295 1.860 0.323
H -2.995 -3.965 3.152 0.387
H 2.616 -2.124 0.544 0.136
H -2.427 -4.275 0.070 0.347
H -0.723 -2.965 -2.689 0.402
H 2.945 -2.535 -1.138 0.302
H 5.174 0.377 0.713 0.419
H -1.494 2.935 -0.015 -0.039
H 0.881 3.030 -3.513 0.255
H -0.538 -0.667 -4.665 0.394
H -0.112 -2.766 -1.028 0.227
H 3.501 -0.402 -3.202 0.261
H -3.730 -2.462 3.743 0.354
H 1.464 4.872 0.350 0.434
H -1.138 4.480 -0.795 0.426
H -4.061 -0.297 0.141 0.339
H 4.286 -2.211 -0.029 0.451
H 2.794 3.711 0.208 0.294
```

Computed properties:
Relative energy (zero: lowest compared OMol25 entry of this formula, charge and spin): 0.402 eV
E_tot: -143681.70152 eV


The evaluated orbital gap for the records listed, in turn: 8.1, 11.6, 9.2, 8.6 eV.
The evaluated max |F| for the records listed, in turn: 0.602, 2.291, 3.617, 0.513 eV/A.